Record 1
Density functional theory data (ωB97M-V/def2-TZVPD) for 2 unconnected molecules or ions with the total composition CH3N2O3S.

Calculated values
* highest occupied orbital energy (alpha / beta): -3.459 / -5.249 eV
* 2S+1: 1
* energy relative to the best compared isomer or geometry (same formula, charge and spin): 464.6 kJ/mol
* charge: -1
* HOMO-LUMO gap (alpha / beta): 6.90 / 9.11 eV

Each line ends with the Mulliken charge.
Cartesian coordinates (Å):
C: 0.329757 0.492407 -0.380759  0.0557
N: -0.325768 -0.768707 -0.304392  -0.4734
N: -0.597681 0.286021 0.710555  -0.4282
O: -0.302133 1.571373 -4.141633  -0.5588
O: -1.921936 0.354487 -2.831056  -0.5464
O: -2.012102 2.863378 -2.949189  -0.5689
S: -1.215246 1.633074 -3.006879  0.7824
H: 1.367928 0.428343 -0.260719  0.1776
H: -1.230608 -0.832783 -0.776393  0.3496
H: -0.102442 -0.034005 1.607392  0.2104

Forces on the atoms, in the same order (eV/Å):
C -2.7 -1.2 0.4
N -0.5 -0.1 0.0
N 1.5 -0.1 1.4
O 0.6 0.3 -0.4
O -0.5 0.2 0.4
O -0.1 -0.2 0.2
S 0.2 -0.5 0.2
H 1.6 0.5 0.0
H 0.5 0.4 -0.7
H -0.6 0.7 -1.6



Record 2
Density functional theory data (ωB97M-V/def2-TZVPD) for 2 unconnected molecules or ions with the total composition CH3N2O4.

Calculated values
* highest occupied orbital energy: -2.996 eV
* 2S+1: 1
* energy relative to the best compared isomer or geometry (same formula, charge and spin): 330.2 kJ/mol
* charge: -1
* HOMO-LUMO gap: 7.09 eV

Each line ends with the Mulliken charge.
Cartesian coordinates (Å):
C: -0.267736 0.037969 0.049010  -0.7138
N: -0.396723 -2.254566 -2.578066  0.1848
N: -1.048567 -1.942357 1.043070  0.3197
O: 0.167091 -1.135500 -2.462302  -0.5530
O: -0.696220 -2.899213 -1.537876  -0.5385
O: 0.051902 -2.091137 1.433155  -0.3910
O: -1.390312 -0.720845 0.434286  -0.1676
H: 0.557211 -0.596076 0.116678  0.3216
H: -0.098838 0.904579 0.697249  0.2782
H: -0.382588 0.368554 -0.971841  0.2596

Forces on the atoms, in the same order (eV/Å):
C -0.5 1.5 0.1
N -0.2 -0.4 -0.3
N -0.9 -0.6 0.5
O -0.2 -0.8 0.3
O 0.6 1.0 -0.5
O -0.4 0.7 -0.5
O 0.4 -0.5 0.4
H 1.6 -0.7 -0.2
H -0.3 -0.1 0.3
H -0.2 -0.1 -0.1